Molecular formula: C17H24N2O
Method: DFT, ωB97M-V/def2-TZVPD

Bonds (Å) are listed after each position.
Positions of all 44 atoms, in Å:
1 C 4.01 -3.41 -2.97  C2 1.524, H21 1.088, H22 1.088, H23 1.087
2 C 3.55 -1.97 -2.77  C1 1.524, C3 1.529, H24 1.093, H25 1.091
3 C 2.09 -1.75 -3.15  C2 1.529, C4 1.536, H26 1.093, H27 1.091
4 C 1.07 -2.44 -2.23  C3 1.536, N5 1.447, H28 1.094, H29 1.092
5 N 1.12 -2.01 -0.85  C4 1.447, C6 1.449, C7 1.359
6 C 1.77 -2.92 0.08  N5 1.449, H30 1.093, H31 1.088, H32 1.090
7 C 0.56 -0.88 -0.35  N5 1.359, O8 1.218, C9 1.521
8 O 0.67 -0.60 0.83  C7 1.218
9 C -0.20 0.00 -1.32  C7 1.521, C10 1.528, H33 1.091, H34 1.092
10 C -0.92 1.14 -0.59  C9 1.528, C11 1.533, H35 1.092, H36 1.090
11 C -2.15 0.64 0.17  C10 1.533, C12 1.491, H37 1.091, H38 1.093
12 C -2.72 1.72 1.03  C11 1.491, C13 1.362, C20 1.430
13 C -3.83 2.48 0.81  C12 1.362, N14 1.373, H39 1.074
14 N -4.00 3.38 1.83  C13 1.373, C15 1.365, H40 1.005
15 C -2.98 3.23 2.73  N14 1.365, C16 1.389, C20 1.415
16 C -2.71 3.90 3.91  C15 1.389, C17 1.378, H41 1.081
17 C -1.59 3.51 4.62  C16 1.378, C18 1.398, H42 1.081
18 C -0.76 2.48 4.16  C17 1.398, C19 1.377, H43 1.080
19 C -1.03 1.81 2.99  C18 1.377, C20 1.395, H44 1.080
20 C -2.15 2.19 2.26  C12 1.430, C15 1.415, C19 1.395
21 H 3.86 -3.72 -4.00  C1 1.088
22 H 5.07 -3.51 -2.73  C1 1.088
23 H 3.46 -4.10 -2.32  C1 1.087
24 H 4.17 -1.33 -3.40  C2 1.093
25 H 3.71 -1.66 -1.74  C2 1.091
26 H 1.92 -2.12 -4.17  C3 1.093
27 H 1.90 -0.67 -3.16  C3 1.091
28 H 0.06 -2.26 -2.64  C4 1.094
29 H 1.24 -3.51 -2.25  C4 1.092
30 H 1.26 -3.89 0.07  C6 1.093
31 H 1.69 -2.49 1.07  C6 1.088
32 H 2.82 -3.06 -0.18  C6 1.090
33 H 0.50 0.42 -2.04  C9 1.091
34 H -0.93 -0.60 -1.87  C9 1.092
35 H -1.23 1.90 -1.31  C10 1.092
36 H -0.23 1.59 0.12  C10 1.090
37 H -1.85 -0.19 0.81  C11 1.091
38 H -2.91 0.28 -0.53  C11 1.093
39 H -4.54 2.43 0.00  C13 1.074
40 H -4.75 4.05 1.90  N14 1.005
41 H -3.35 4.70 4.26  C16 1.081
42 H -1.35 4.01 5.54  C17 1.081
43 H 0.10 2.21 4.75  C18 1.080
44 H -0.38 1.02 2.64  C19 1.080

Properties
lowest unoccupied orbital energy: 0.031 hartree
molar mass: 272.39 g/mol
E: -23047.1801 eV
total charge: 0
frontier orbital gap: 8.397 eV
ΔE to the lowest compared entry with this formula, charge and spin: 26.2 kJ/mol
max |F|: 0.575 eV Å⁻¹

Atom charges from the Löwdin analysis, given in e for atoms 1 to 6: atom 1 (C): -0.1100, atom 2 (C): -0.2613, atom 3 (C): -0.1851, atom 4 (C): -0.1711, atom 5 (N): -0.1008, atom 6 (C): -0.0317